C27H49Cl6Cu2N5O9Pd as an isolated structure, computed with ωB97M-V/def2-TZVPD.

Positions of all 99 atoms, in Å:
Cu1 1.606 3.532 -2.282
Cu2 -2.179 -3.517 1.053
Pd1 3.291 3.136 1.275
C1 -0.437 -0.078 -0.923
C2 0.693 0.767 -0.777
C3 1.498 0.555 0.602
O1 2.553 1.255 0.720
C4 1.085 -0.506 1.519
C5 -0.020 -1.212 1.255
C6 -0.771 -0.995 -0.059
O2 -1.850 -1.654 -0.305
O3 -0.287 -2.192 2.041
O4 1.014 1.620 -1.631
H1 -1.056 0.139 -1.782
H2 1.652 -0.672 2.422
Cl1 -2.543 -4.508 -5.079
C7 -2.851 -3.764 -3.464
C8 -2.852 -2.227 -3.437
Cl2 -4.024 -1.511 -4.650
H3 -2.052 -4.126 -2.817
H4 -3.788 -4.059 -2.992
H5 -1.829 -1.925 -3.656
H6 -3.153 -1.912 -2.438
Cl3 4.965 -3.319 2.531
C9 4.475 -2.456 1.000
C10 4.998 -0.973 1.056
Cl4 6.798 -0.817 1.299
H7 3.402 -2.563 0.841
H8 5.045 -3.006 0.252
H9 4.508 -0.384 1.831
H10 4.820 -0.479 0.101
Cl5 -2.765 1.803 2.962
C11 -1.781 2.394 1.543
C12 -2.604 2.314 0.186
Cl6 -3.930 3.392 0.276
H11 -0.795 1.934 1.472
H12 -1.570 3.461 1.604
H13 -2.937 1.339 -0.170
H14 -1.936 2.695 -0.587
C13 -1.544 4.395 -3.136
O5 -0.572 3.886 -2.608
N1 -2.566 3.685 -3.612
C14 -3.934 4.207 -3.894
C15 -2.462 2.276 -3.749
H15 -1.775 5.469 -3.067
H16 -4.617 3.814 -3.141
H17 -4.252 4.090 -4.929
H18 -4.025 5.285 -3.759
H19 -2.864 2.010 -4.727
H20 -1.485 1.807 -3.634
H21 -3.039 1.754 -2.985
C16 1.369 2.365 -5.518
O6 1.524 3.038 -4.458
N2 1.351 1.056 -5.548
C17 0.923 0.388 -6.752
C18 1.306 0.330 -4.279
H22 1.301 2.732 -6.553
H23 1.390 -0.591 -6.864
H24 1.078 0.937 -7.680
H25 -0.140 0.170 -6.650
H26 0.360 0.514 -3.769
H27 1.333 -0.754 -4.395
H28 2.066 0.671 -3.575
C19 0.445 -5.188 -0.438
O7 -0.350 -4.467 0.087
N3 1.132 -4.916 -1.579
C20 2.233 -5.756 -1.979
C21 1.024 -3.586 -2.164
H29 0.567 -6.227 -0.095
H30 1.981 -6.815 -1.934
H31 3.175 -5.614 -1.450
H32 2.365 -5.600 -3.050
H33 1.930 -3.008 -1.984
H34 0.973 -3.774 -3.236
H35 0.241 -2.955 -1.741
C22 1.080 2.584 3.829
O8 1.907 2.923 2.925
N4 0.457 3.407 4.666
C23 -0.564 2.917 5.569
C24 0.671 4.897 4.700
H36 0.780 1.536 3.982
H37 -1.549 3.226 5.220
H38 -0.347 3.315 6.561
H39 -0.610 1.829 5.620
H40 1.447 5.226 4.009
H41 -0.261 5.366 4.385
H42 0.813 5.166 5.746
C25 -1.234 -0.977 5.638
O9 -2.286 -0.307 5.738
N5 -0.494 -1.499 6.634
C26 0.690 -2.291 6.278
C27 -0.855 -1.421 8.007
H43 -0.753 -1.114 4.657
H44 0.493 -3.256 6.744
H45 1.612 -1.868 6.679
H46 0.946 -2.309 5.219
H47 -0.954 -2.435 8.393
H48 -0.026 -1.115 8.646
H49 -1.797 -0.910 8.208

Its gap between HOMO and LUMO (spin up / spin down) is 6.263 / 3.077 eV. The HOMO energy (spin up / spin down) comes out at -0.7319 / -0.7319 hartree. As for the total energy: -8176.78705 Ha. As for the total charge: +5. As for the spin multiplicity: 6.

Here are the Löwdin charges for atoms 1 to 4, given in e: number 1, Cu, carries 0.60; number 2, Cu, carries 0.68; number 3, Pd, carries 0.86; number 4, C, carries 0.01